Formula: C27H61FO13
Source: the OMol25 dataset
Level of theory: ωB97M-V/def2-TZVPD

XYZ file:
```
102
Properties=species:S:1:pos:R:3
O -4.614 0.911 -0.840
C -3.904 0.149 -1.459
O -4.106 -1.168 -1.447
C -3.438 -1.919 -2.484
C -2.672 -3.091 -1.860
C -1.723 -2.608 -0.808
C -1.924 -2.843 0.493
F -2.960 -3.533 0.964
C -0.990 -2.319 1.530
O -1.281 -2.384 2.711
C 0.260 -1.695 1.079
C 0.481 -1.459 -0.214
C -0.553 -1.811 -1.209
O -0.453 -1.404 -2.358
H -3.074 0.539 -2.060
H -4.205 -2.286 -3.151
H -2.731 -1.271 -2.986
H -3.404 -3.736 -1.398
H -2.143 -3.626 -2.638
H 0.967 -1.445 1.848
H 1.394 -1.014 -0.556
C 1.711 -1.155 4.837
C 3.112 -1.572 4.431
O 4.014 -0.471 4.450
H 1.330 -0.383 4.167
H 1.026 -2.004 4.816
H 1.713 -0.737 5.846
H 3.112 -1.974 3.417
H 3.494 -2.344 5.104
H 4.029 -0.134 5.351
C 6.002 -3.650 8.475
C 5.231 -3.248 7.232
O 4.849 -1.875 7.268
H 5.405 -3.467 9.368
H 6.273 -4.706 8.444
H 6.918 -3.061 8.566
H 4.309 -3.823 7.152
H 5.829 -3.433 6.334
H 5.653 -1.350 7.318
C 2.377 -2.294 -5.277
C 1.310 -1.387 -5.860
O 0.015 -1.978 -5.754
H 2.376 -3.258 -5.788
H 3.368 -1.846 -5.371
H 2.184 -2.484 -4.218
H 1.496 -1.214 -6.916
H 1.308 -0.418 -5.351
H -0.159 -2.119 -4.817
C 4.121 -0.207 -9.964
C 3.091 -0.422 -8.870
O 3.057 0.671 -7.954
H 5.112 -0.075 -9.530
H 4.148 -1.054 -10.651
H 3.892 0.695 -10.537
H 3.335 -1.315 -8.296
H 2.095 -0.557 -9.305
H 2.830 1.459 -8.455
C 6.860 1.650 5.660
C 7.827 0.677 5.007
O 7.222 -0.591 4.778
H 6.500 1.248 6.609
H 7.336 2.613 5.848
H 5.990 1.814 5.021
H 8.686 0.502 5.653
H 8.192 1.084 4.058
H 6.457 -0.455 4.207
C -6.710 4.033 0.241
C -5.296 4.437 -0.132
O -4.333 3.596 0.490
H -6.851 4.085 1.321
H -7.442 4.686 -0.239
H -6.906 3.007 -0.063
H -5.092 5.455 0.197
H -5.158 4.395 -1.219
H -4.491 2.693 0.188
C 0.779 3.448 -0.383
C 1.810 2.543 -1.031
O 1.278 1.244 -1.295
H 0.419 3.010 0.548
H 1.199 4.431 -0.168
H -0.086 3.580 -1.038
H 2.662 2.399 -0.369
H 2.175 2.982 -1.965
H 0.531 1.346 -1.891
C -8.060 2.331 -2.478
C -7.593 1.860 -3.840
O -6.169 1.785 -3.896
H -7.635 3.305 -2.253
H -9.149 2.403 -2.434
H -7.728 1.637 -1.702
H -7.900 2.556 -4.619
H -8.018 0.878 -4.075
H -5.886 1.169 -3.214
C -4.715 0.799 2.988
C -3.296 1.218 2.652
O -2.336 0.369 3.278
H -4.871 0.825 4.066
H -5.440 1.459 2.509
H -4.904 -0.224 2.653
H -3.106 2.231 3.000
H -3.140 1.197 1.568
H -2.506 -0.514 2.940
```

Summary:
Frontier orbital gap: 7.8 eV
E_LUMO: -1.9832 eV
Net charge: 0
Largest force on an atom: 1.6 eV/Å
Structure (SMILES): O=COCCC1=C(F)C(=O)C=CC1=O.CCO.CCO.CCO.CCO.CCO.CCO.CCO.CCO.CCO